(1)
{
  "formula": "C25H33IrN5O2S",
  "method": "ωB97M-V/def2-TZVPD",
  "symbols": ["Ir", "C", "N", "C", "C", "C", "N", "C", "C", "C", "C", "C", "C", "C", "O", "C", "C", "C", "N", "C", "C", "C", "C", "C", "C", "C", "O", "H", "H", "H", "H", "H", "H", "H", "H", "H", "H", "H", "H", "H", "H", "H", "H", "H", "H", "H", "H", "H", "H", "H", "H", "H", "S", "C", "N", "C", "C", "C", "N", "H", "H", "H", "H", "H", "H", "H", "H"],
  "coordinates": [[-0.1899, 0.0449, -1.1228], [-2.8447, 1.3137, -1.4207], [-1.5137, 1.3803, -2.0694], [-1.6476, 1.0472, -3.5251], [-2.1877, -0.3378, -3.8584], [-1.2214, -1.4543, -3.4888], [-0.9948, -1.5615, -2.0438], [-1.4182, -2.5888, -1.4089], [-0.9162, -2.9733, -0.0985], [-1.4502, -4.0891, 0.5169], [-0.8571, -4.6351, 1.6498], [0.3344, -4.0913, 2.1693], [0.9058, -2.9993, 1.5877], [0.2937, -2.3674, 0.4558], [0.8729, -1.3496, -0.0399], [-0.9989, 2.7893, -2.0316], [-0.9140, 3.4705, -0.6649], [-0.3147, 2.5877, 0.4368], [0.6387, 1.6780, -0.1969], [1.9015, 1.8802, -0.0801], [2.8963, 1.2241, -0.8749], [4.2551, 1.4536, -0.5869], [5.2427, 0.9337, -1.3838], [4.8812, 0.1904, -2.5117], [3.5588, -0.0387, -2.8239], [2.5391, 0.4658, -2.0102], [1.2865, 0.2212, -2.4124], [-3.5373, 1.9737, -1.9488], [-2.7747, 1.6210, -0.3832], [-3.2280, 0.2965, -1.4483], [-0.6557, 1.1650, -3.9644], [-2.2992, 1.8071, -3.9636], [-2.3054, -0.3627, -4.9429], [-3.1806, -0.5138, -3.4424], [-0.2454, -1.2213, -3.9214], [-1.5375, -2.4237, -3.8751], [-2.0734, -3.2949, -1.9167], [-2.3355, -4.5537, 0.1014], [-1.2958, -5.5066, 2.1161], [0.8027, -4.5587, 3.0252], [1.8329, -2.5731, 1.9478], [-1.6256, 3.3979, -2.6876], [-0.0067, 2.7392, -2.4795], [-1.8777, 3.8555, -0.3297], [-0.2739, 4.3380, -0.8374], [-1.0772, 1.9745, 0.9063], [0.1522, 3.1966, 1.2134], [2.2369, 2.6511, 0.6141], [4.5151, 2.0583, 0.2740], [6.2837, 1.1077, -1.1532], [5.6533, -0.2102, -3.1556], [3.2756, -0.6036, -3.7015], [-1.9268, -0.3340, 1.2697], [-1.1138, -0.1898, 2.7706], [-1.8192, -0.2096, 3.8944], [-1.2504, -0.0334, 5.2342], [0.0526, 0.7391, 5.1303], [0.9509, 0.0843, 4.0950], [0.2113, -0.0478, 2.8385], [-2.8161, -0.3141, 3.7876], [-1.0903, -1.0105, 5.6946], [-1.9782, 0.5056, 5.8369], [0.5507, 0.7566, 6.0977], [-0.1521, 1.7710, 4.8390], [1.2801, -0.9006, 4.4369], [1.8369, 0.6874, 3.9056], [0.7041, -0.0585, 1.9592]],
  "mulliken_charge": [1.892, -1.347, -0.253, -0.804, -0.631, -0.940, -0.041, -0.066, 0.214, -0.626, -0.748, -0.573, -0.337, 0.613, -0.533, -1.017, -0.946, -0.489, 0.253, -0.189, 0.665, -0.811, -0.822, -0.549, -0.781, 0.383, -0.851, 0.294, 0.483, 0.405, 0.309, 0.594, 0.456, 0.279, 0.197, 0.715, 0.522, 0.484, 0.466, 0.490, 0.579, 0.573, 0.381, 0.418, 0.409, -0.267, 0.662, 0.447, 0.417, 0.429, 0.434, 0.504, -0.535, 0.790, -0.188, -0.665, -0.659, -0.658, 0.314, 0.254, 0.310, 0.391, 0.375, 0.301, 0.324, 0.395, -0.095],
  "e_tot_ha": -1898.7586,
  "multiplicity": 2,
  "e_above_lowest_kcal_mol": 0.00,
  "orbital_gap_ev": [7.21, 4.64],
  "homo_energy_ev": [-13.25, -13.24],
  "charge": 2,
  "e_lumo_ev": [-6.04, -8.60],
  "s2": 0.791
}



(2)
{
  "formula": "C25H33N2",
  "method": "ωB97M-V/def2-TZVPD",
  "symbols": ["C", "C", "N", "C", "C", "C", "C", "C", "C", "C", "C", "C", "C", "C", "C", "C", "C", "C", "C", "H", "H", "H", "H", "H", "H", "H", "H", "H", "H", "H", "H", "H", "H", "H", "H", "H", "H", "C", "C", "C", "C", "C", "C", "C", "N", "H", "H", "H", "H", "H", "H", "H", "H", "H", "H", "H", "H", "H", "H", "H"],
  "coordinates": [[0.5139, -2.7667, 1.5644], [1.0712, -2.0291, 0.4254], [1.8069, -2.6580, -0.5291], [2.0834, -4.0877, -0.5615], [2.3003, -1.7344, -1.4544], [1.8377, -0.4535, -1.0670], [2.2665, 0.6500, -1.8046], [3.1978, 0.4638, -2.8363], [3.6669, -0.8213, -3.1719], [3.2122, -1.9532, -2.4803], [1.0660, -0.6336, 0.1605], [0.4961, 0.3674, 0.9827], [1.1151, 1.6790, 1.1095], [2.5150, 1.7862, 0.9308], [3.1715, 3.0056, 0.9706], [2.4484, 4.1851, 1.1901], [3.1274, 5.5184, 1.1505], [1.0858, 4.0925, 1.4969], [0.4464, 2.8622, 1.5166], [0.2683, -2.0677, 2.3727], [-0.4112, -3.3057, 1.2966], [1.2384, -3.4955, 1.9560], [2.7323, -4.2849, -1.4195], [2.5885, -4.4201, 0.3577], [1.1527, -4.6616, -0.6760], [1.9063, 1.6427, -1.5373], [3.5782, 1.3348, -3.3761], [4.3747, -0.9362, -3.9932], [3.5372, -2.9656, -2.7249], [-0.1457, 0.0468, 1.7908], [3.0843, 0.8763, 0.7493], [4.2532, 3.0332, 0.8198], [2.3972, 6.3127, 1.3571], [3.9388, 5.5830, 1.8924], [3.5749, 5.7098, 0.1631], [0.5302, 5.0039, 1.7451], [-0.5856, 2.8242, 1.8541], [-4.6748, -1.9762, -1.2777], [-3.3100, -1.2907, -1.1215], [-2.2047, -2.2700, -1.5086], [-3.1348, -0.7591, 0.3211], [-4.3168, 0.0962, 0.7681], [-3.7238, 1.1614, 1.6940], [-2.2250, 1.1785, 1.3730], [-1.9610, 0.0030, 0.6210], [-4.7772, -2.7945, -0.5474], [-5.5080, -1.2769, -1.1334], [-4.7657, -2.4015, -2.2860], [-3.2852, -0.4132, -1.7984], [-2.1532, -3.0924, -0.7757], [-2.4232, -2.6984, -2.4979], [-1.2252, -1.7800, -1.5695], [-3.0701, -1.6552, 0.9522], [-4.7733, 0.5831, -0.1094], [-5.0602, -0.5388, 1.2598], [-4.1611, 2.1516, 1.5342], [-3.8747, 0.8614, 2.7348], [-1.9705, 2.0913, 0.8231], [-1.6768, 1.2082, 2.3241], [-1.1660, -0.0908, -0.0004]],
  "mulliken_charge": [-1.696, -0.334, 0.365, -0.907, 0.392, 1.162, -0.205, -1.033, -0.673, -1.184, 1.065, -0.735, 0.579, -0.429, -0.942, 1.145, -1.409, -1.294, -0.392, 0.362, 0.236, 0.524, 0.334, 0.328, 0.308, 0.638, 0.408, 0.412, 0.314, 0.856, 0.548, 0.434, 0.357, 0.340, 0.328, 0.317, 0.441, -1.629, 0.453, -1.115, -0.092, -0.904, -0.926, -0.476, 0.042, 0.361, 0.383, 0.434, 0.247, 0.244, 0.471, 0.128, 0.190, 0.387, 0.372, 0.351, 0.254, 0.426, 0.448, -0.009],
  "e_tot_ha": -1081.6773,
  "e_above_lowest_kcal_mol": 12.20,
  "orbital_gap_ev": 6.14,
  "homo_energy_ev": -10.90,
  "charge": 1,
  "e_lumo_ev": -4.76
}



(3)
{
  "formula": "C25H33N5O3",
  "method": "ωB97M-V/def2-TZVPD",
  "symbols": ["C", "H", "C", "C", "C", "N", "H", "C", "C", "O", "N", "C", "C", "C", "C", "C", "C", "H", "H", "C", "N", "C", "C", "C", "C", "C", "C", "O", "H", "H", "N", "C", "O", "C", "N", "H", "C", "C", "C", "C", "H", "H", "H", "H", "H", "H", "H", "H", "H", "H", "H", "H", "H", "H", "H", "H", "H", "H", "H", "H", "H", "H", "H", "H", "H", "H"],
  "coordinates": [[12.2679, 1.2817, -0.5193], [13.0031, 1.7030, -1.2005], [10.8670, 1.3921, -1.1086], [9.8121, 0.8072, -0.1736], [8.4056, 0.9010, -0.7759], [7.3323, 0.4062, 0.0698], [7.3158, 0.9317, 0.9396], [7.3786, -1.0165, 0.3607], [5.9941, -1.5704, 0.7088], [5.8531, -2.6031, 1.3237], [5.0016, -0.7853, 0.2175], [3.6245, -0.9695, 0.2522], [2.8163, 0.0113, -0.3300], [1.4479, -0.1324, -0.3514], [0.8537, -1.2653, 0.2092], [1.6609, -2.2367, 0.8023], [3.0316, -2.0931, 0.8273], [3.6541, -2.8453, 1.2822], [1.2028, -3.1101, 1.2402], [-0.5793, -1.4304, 0.1470], [-1.4213, -0.5909, -0.3752], [-2.6515, -1.1816, -0.2408], [-3.9172, -0.7686, -0.6273], [-4.9797, -1.6262, -0.3689], [-4.7809, -2.8580, 0.2735], [-3.5248, -3.2740, 0.6682], [-2.4686, -2.4256, 0.4002], [-1.1424, -2.5671, 0.6445], [-3.3754, -4.2218, 1.1590], [-5.6359, -3.4881, 0.4511], [-6.2497, -1.2198, -0.7824], [-7.4346, -1.8751, -0.7318], [-7.6284, -2.9801, -0.2754], [-8.5535, -1.0540, -1.3800], [-8.2946, 0.3705, -1.2703], [-8.8513, 0.8785, -1.9516], [-8.5848, 0.8906, 0.0593], [-8.2926, 2.3856, 0.1273], [-8.5402, 2.9477, 1.5246], [-8.2695, 4.4457, 1.5874], [-8.9168, 4.9805, 0.8957], [-8.4520, 4.8245, 2.5901], [-7.2361, 4.6579, 1.3228], [-9.5761, 2.7537, 1.8124], [-7.8965, 2.4307, 2.2392], [-7.2537, 2.5582, -0.1601], [-8.9275, 2.9098, -0.5919], [-9.6331, 0.7055, 0.3498], [-7.9487, 0.3558, 0.7711], [-8.5769, -1.3324, -2.4379], [-9.5071, -1.3661, -0.9268], [-6.3181, -0.2885, -1.1833], [-4.0625, 0.1799, -1.1193], [0.8139, 0.6138, -0.8026], [3.2775, 0.8840, -0.7704], [5.3466, 0.0566, -0.2392], [7.7020, -1.5444, -0.5429], [8.0650, -1.2983, 1.1704], [8.1782, 1.9471, -1.0027], [8.3700, 0.3386, -1.7139], [9.8314, 1.3452, 0.7785], [10.0527, -0.2389, 0.0286], [10.6354, 2.4418, -1.3030], [10.8324, 0.8636, -2.0640], [12.5250, 0.2402, -0.3387], [12.3286, 1.8176, 0.4254]],
  "mulliken_charge": [-1.293, 0.382, -0.377, -0.271, -1.079, -0.193, 0.204, -0.472, 0.325, -0.662, -0.110, 1.014, -0.549, -0.907, -0.103, -0.605, -0.757, 0.549, 0.458, 0.909, -0.718, 0.717, -1.129, 0.835, -0.153, -1.715, 0.637, -0.428, 0.436, 0.544, -0.122, 0.552, -0.675, -0.773, -0.411, 0.260, -0.690, -0.523, -0.337, -1.290, 0.327, 0.377, 0.324, 0.318, 0.331, 0.289, 0.319, 0.345, 0.253, 0.412, 0.381, 0.180, 0.436, 0.487, 0.368, 0.196, 0.315, 0.344, 0.343, 0.316, 0.305, 0.267, 0.307, 0.328, 0.328, 0.324],
  "e_tot_ha": -1472.0105,
  "e_above_lowest_kcal_mol": 3.61,
  "orbital_gap_ev": 8.10,
  "homo_energy_ev": -7.74,
  "e_lumo_ev": 0.37
}